Record 1
64
Properties=species:S:1:pos:R:3 method="wB97M-V/def2-TZVPD" orbital_gap_ev=7.64 max_force_ha_per_bohr=0.070 total_charge=-1 e_lumo_ha=0.0834 de_lowest_kj_mol=36.6
Cl 3.5567 -2.2039 2.0017
B 2.2613 -1.0159 2.6221
Cl 1.7681 -1.7159 4.3008
Cl 3.0190 0.6735 2.9699
O 1.2620 -0.9052 1.6055
C 0.2604 0.0479 1.6534
C -0.5662 0.0254 2.9522
C -1.0593 1.1487 3.6205
C -2.1507 1.0175 4.4784
C -2.6963 -0.2387 4.7647
C -2.0526 -1.3858 4.2742
C -1.0109 -1.2646 3.3709
H 0.5926 1.0458 1.3247
H -0.5773 2.1076 3.4164
H -2.6142 1.9019 4.9074
H -3.6027 -0.3444 5.3630
H -2.3590 -2.3861 4.5838
H -0.5246 -2.1432 2.9404
C 0.6769 -0.4802 -5.9955
C 0.8147 0.0901 -4.6347
C 0.2535 1.2737 -4.1723
C 0.7629 1.6744 -2.9058
C 1.6793 0.7764 -2.3726
B -1.1456 -0.4393 0.9668
C 2.5122 0.9128 -1.2156
C 2.8026 2.1524 -0.5825
C 3.9788 2.2596 0.1578
C 4.8439 1.1688 0.1679
C 6.3096 1.3426 0.3868
F 6.7986 0.5029 1.3439
F 6.9742 1.0714 -0.7875
F 6.6328 2.6237 0.7428
C 4.3816 -0.1074 -0.1010
C 3.2015 -0.2405 -0.8035
O -1.9006 0.6258 0.5585
C -3.0117 0.0698 -0.1466
C -4.2624 0.1954 0.7166
C -3.1896 0.9415 -1.3629
C -2.5754 -1.4508 -0.4060
C -3.6477 -2.4898 -0.0868
C -2.0224 -1.6857 -1.8135
O -1.4743 -1.6819 0.5223
S 1.8511 -0.6060 -3.4374
H 0.3270 0.2895 -6.6901
H 1.6473 -0.8468 -6.3542
H -0.0406 -1.3081 -6.0529
H -0.4756 1.8310 -4.7547
H 0.5366 2.5991 -2.3935
H 2.1138 2.9857 -0.7514
H 4.2408 3.1606 0.7118
H 4.9198 -0.9865 0.2368
H 2.8332 -1.2261 -1.1029
H -5.1156 -0.2001 0.1492
H -4.1529 -0.3334 1.6734
H -4.4678 1.2525 0.9170
H -4.0039 0.5581 -1.9744
H -3.4862 1.9277 -1.0097
H -2.2683 1.0391 -1.9405
H -4.5661 -2.3145 -0.6769
H -3.2714 -3.4869 -0.3512
H -3.8847 -2.4938 0.9911
H -2.8201 -1.6028 -2.5699
H -1.1966 -1.0056 -2.0775
H -1.6195 -2.7032 -1.8689

=====

Record 2
109
Properties=species:S:1:pos:R:3 method="wB97M-V/def2-TZVPD" orbital_gap_ev=4.80 max_force_ha_per_bohr=0.024 total_charge=+3 e_lumo_ha=-0.3495
Ti -0.7033 0.2021 -0.9261
C -2.8011 4.1895 -0.3932
C -1.9983 3.0610 0.1634
N -1.9658 1.9066 -0.4128
N -2.7513 1.8270 -1.6026
C -1.7702 1.7199 -2.7354
O -0.5366 1.4622 -2.2441
C -1.9021 2.6778 -3.8464
C -3.1149 3.3239 -4.0727
C -3.2349 4.1780 -5.1567
C -2.1546 4.3771 -6.0085
C -0.9482 3.7251 -5.7820
C -0.8170 2.8742 -4.6992
C -1.2320 3.2162 1.4154
C -1.5694 4.1815 2.3481
C -0.8726 4.2227 3.5512
C 0.1442 3.3158 3.7596
C 0.4130 2.3837 2.7623
N -0.2627 2.3114 1.6227
H -2.4449 4.4362 -1.3953
H -2.7350 5.0773 0.2230
H -3.8438 3.8861 -0.5068
H -3.9577 3.1455 -3.4148
H -4.1742 4.6846 -5.3386
H -2.2550 5.0448 -6.8550
H -0.1126 3.8828 -6.4520
H 0.1212 2.3673 -4.5046
H -2.3791 4.8755 2.1676
H -1.1250 4.9557 4.3072
H 0.7133 3.3035 4.6793
H 1.2058 1.6531 2.9063
N 0.0384 -2.3663 -1.5434
N -0.5826 -2.8038 -2.7100
C -1.4292 -1.9543 -3.3127
N -2.1375 -2.3583 -4.3442
N -1.4447 -0.7430 -2.7359
N -2.3591 0.2526 -3.1334
O -3.0959 0.1254 -4.0919
O -3.1764 0.4678 -1.6509
H 1.0430 -2.4486 -1.6383
H -0.2651 -2.9275 -0.7552
H -0.4956 -3.7553 -3.0300
H -2.0309 -3.2854 -4.7239
H -2.7891 -1.7182 -4.7665
N 6.3946 1.4591 -1.0932
C 7.5933 1.2761 -1.7239
C 8.8912 1.7007 -1.4290
C 9.8680 1.3103 -2.3092
C 9.5862 0.5201 -3.4528
C 8.3168 0.1027 -3.7418
C 7.2924 0.4894 -2.8581
N 5.9597 0.2202 -2.9001
C 5.4409 0.8101 -1.8413
C 4.0440 0.7255 -1.5434
C 3.2010 0.0465 -2.4503
C 1.8780 -0.0875 -2.1814
N 1.2985 0.3840 -1.0403
C 2.0855 1.0953 -0.2033
C 3.4245 1.2814 -0.4128
H 6.2553 2.0044 -0.2611
H 9.1205 2.3015 -0.5581
H 10.8907 1.6144 -2.1277
H 10.4039 0.2463 -4.1063
H 8.0933 -0.5003 -4.6125
H 3.6313 -0.3490 -3.3607
H 1.2236 -0.5594 -2.8957
H 1.5967 1.5295 0.6482
H 3.9797 1.8695 0.3067
C -2.4993 -3.9181 6.6528
C -2.0593 -4.5221 5.3178
S -2.2338 -3.3796 3.9639
O -1.7849 -2.0612 4.3668
O -1.6351 -3.9362 2.7664
C -4.0024 -3.2782 3.7123
C -4.4306 -2.0848 2.8390
N -3.6053 -1.8197 1.6345
C -2.7554 -0.7873 1.4793
N -2.0410 -0.9359 0.3498
C -2.4804 -2.1082 -0.2257
C -3.4310 -2.6450 0.5423
N -4.1433 -3.8603 0.2276
O -5.0593 -4.1942 0.9527
O -3.7840 -4.4299 -0.7849
C -2.6676 0.3323 2.4494
H -2.1359 -4.5373 7.4709
H -3.5849 -3.8684 6.7395
H -2.0901 -2.9171 6.7776
H -2.6355 -5.4060 5.0322
H -0.9972 -4.7749 5.3008
H -4.4459 -3.1637 4.7036
H -4.3122 -4.2253 3.2794
H -4.4124 -1.1779 3.4329
H -5.4441 -2.2689 2.5034
H -2.1455 -2.5135 -1.1494
H -3.6367 0.8250 2.5531
H -1.9427 1.0586 2.1097
H -2.3551 -0.0411 3.4254
N 0.3559 0.4088 5.2497
C 0.6814 -0.3533 4.4519
C 1.0561 -1.2244 3.3694
C 1.8274 -2.3665 3.5409
C 2.1299 -3.1148 2.4202
C 1.6467 -2.7075 1.1885
N 0.8988 -1.6144 1.0035
C 0.6233 -0.8962 2.0934
H 2.1820 -2.6504 4.5229
H 2.7391 -4.0049 2.4947
H 1.8882 -3.2914 0.3050
H 0.0415 0.0096 1.9617